Formula: C7H14NO3
Source: OMol25
Level of theory: wB97M-V/def2-TZVPD

CARTESIAN COORDINATES (ANGSTROEM)
O: -1.2131 -3.3191 -0.2050
O: 0.9914 3.0920 1.3951
O: -3.0925 -3.6610 -1.4380
N: 1.2406 1.2858 0.0746
C: -0.8019 1.5482 1.4172
C: 0.5440 2.0235 0.9918
C: -2.2929 -1.4421 -1.1367
C: 1.2305 -1.1899 0.4749
C: 2.5392 1.8086 -0.3545
C: 0.7691 -0.0157 -0.3481
C: -2.1693 -2.9815 -0.9509
H: -0.2909 0.0116 -0.5590
H: 3.2435 1.0542 -0.0860
H: -1.0252 0.4948 1.5184
H: 0.7300 -1.1078 1.4487
H: -1.2275 2.0200 2.3050
H: 0.7937 -2.1719 0.2655
H: -1.4735 1.9732 0.6545
H: -1.9249 -0.8816 -0.2797
H: -1.8485 -1.0257 -2.0534
H: 2.3861 2.3432 -1.2799
H: 1.0976 -0.1400 -1.3918
H: 2.7843 2.6048 0.3530
H: 2.3127 -1.2688 0.5049
H: -3.3025 -1.0548 -1.3209

Forces on atoms 1 to 6 (eV/Å):
O 0.0 -0.2 -0.5
O -0.3 0.3 0.3
O 0.4 -0.2 -0.2
N -0.7 0.5 1.0
C -1.7 0.5 -0.1
C 1.1 0.0 0.0

Summary:
net charge: -1
HOMO-LUMO gap: 7.5 eV
total energy: -555.6427 Ha
HOMO: -4.33 eV
LUMO energy: 3.12 eV


Formula: C7H14NO3
Source: OMol25
Level of theory: wB97M-V/def2-TZVPD

CARTESIAN COORDINATES (ANGSTROEM)
O: -2.3915 -2.6736 -0.0306
O: -1.8150 1.0719 -0.1656
O: 0.1842 1.5535 1.1197
N: 1.0332 0.3905 -0.7913
C: -2.5752 -0.1602 -0.0461
C: 3.5072 -1.2332 1.0341
C: 3.1249 -0.5877 0.0619
C: 2.4741 0.1656 -1.1667
C: 0.7524 1.7454 -0.1664
C: -1.6388 -1.4610 -0.0314
C: -1.2588 1.4748 1.0931
H: 0.3571 0.2340 -1.5530
H: 0.8180 -0.3055 -0.0467
H: -0.9571 -1.3736 -0.9527
H: 0.1929 2.4535 -0.8424
H: 1.7786 2.2185 0.0023
H: 3.4370 -1.8784 1.9578
H: 2.4781 -0.6031 -2.0078
H: -1.7623 -3.4197 -0.1451
H: -0.9353 -1.3877 0.8740
H: -1.6997 2.4385 1.4875
H: -3.2731 -0.1453 0.8549
H: 3.0435 1.1031 -1.4256
H: -3.2597 -0.2904 -0.9501
H: -1.5488 0.6659 1.8484

Forces on atoms 1 to 6 (eV/Å):
O 1.0 0.7 -0.1
O 0.4 -0.6 1.0
O -0.4 -0.1 -2.1
N -0.4 0.3 0.3
C -1.1 -1.7 -0.4
C -2.0 0.4 -0.7

Summary:
net charge: +1
HOMO-LUMO gap: 10.9 eV
total energy: -555.1866 Ha
HOMO: -14.07 eV
LUMO energy: -3.15 eV


Formula: C7H14NO5S
Source: OMol25
Level of theory: wB97M-V/def2-TZVPD

CARTESIAN COORDINATES (ANGSTROEM)
S: 3.1788 0.7924 0.5562
O: 0.5342 0.0053 2.0305
O: 0.3627 2.1597 0.6741
O: 1.6330 0.2841 -1.4522
O: 1.3520 -2.4735 -1.0077
O: -2.1931 0.4873 -1.1789
N: -1.2997 -1.7930 -0.3849
C: -0.4885 1.1542 0.3696
C: 2.2301 -1.6950 -0.2383
C: -1.3852 -1.1148 0.9564
C: -0.5064 0.0622 1.1664
C: 2.1863 -0.2474 -0.5529
C: -1.7973 2.7744 -1.0809
C: -1.4952 1.3779 -0.7072
H: 1.7887 -2.4039 -1.8239
H: -2.3640 2.9771 -0.1857
H: -1.7039 -0.6789 -1.0366
H: -1.8033 -2.5764 -0.1722
H: -2.3699 2.7688 -2.1089
H: -0.3062 -2.0140 -0.5484
H: 0.7355 2.1040 1.5996
H: 3.2085 -1.9813 -0.1848
H: -2.4368 -0.9399 1.1428
H: -1.2358 -1.7569 1.7317
H: 2.6846 1.9009 -0.0584
H: 0.4625 -0.6844 2.7757
H: 1.9783 -1.8332 0.7905
H: -0.9500 3.3443 -1.0715

Forces on atoms 1 to 6 (eV/Å):
S 0.0 0.0 -0.4
O -0.3 -1.5 2.2
O 0.2 0.9 0.3
O -1.3 -0.1 -1.5
O 0.4 0.1 1.3
O 0.3 -2.4 -0.6

Summary:
net charge: +1
HOMO-LUMO gap: 8.6 eV
total energy: -1103.9519 Ha
HOMO: -12.51 eV
LUMO energy: -3.88 eV


Formula: C7H14NOPS
Source: OMol25
Level of theory: wB97M-V/def2-TZVPD

CARTESIAN COORDINATES (ANGSTROEM)
S: -3.4222 -1.3013 -1.0445
P: -2.0646 -0.5824 0.2100
O: -0.5929 -0.3136 -0.4095
N: -1.3299 3.0645 -0.0757
C: 1.5959 -0.4713 -2.0025
C: 3.0742 0.3695 -0.1505
C: 0.5861 0.4301 -0.0165
C: 1.7184 -0.3703 -0.4656
C: -1.5459 -1.7245 1.6497
C: -2.6990 1.1676 0.9814
C: -1.9825 2.2847 0.4497
H: 1.7561 -1.4977 -0.0209
H: 0.6908 0.7230 1.0622
H: 1.8213 0.5008 -2.3992
H: 2.2317 -1.2140 -2.4303
H: 3.0879 1.3108 -0.7915
H: 0.6297 1.2341 -0.6784
H: 0.5887 -0.7493 -2.2546
H: -2.4648 -2.0550 2.1107
H: 3.9974 -0.3748 -0.3819
H: -3.6746 1.0971 0.4059
H: 3.0215 0.7878 0.9199
H: -3.0265 1.2608 2.0154
H: -1.1742 -2.4780 1.0556
H: -0.8224 -1.0985 2.2610

Forces on atoms 1 to 6 (eV/Å):
S 1.4 0.7 1.1
P 0.5 0.3 1.2
O -1.6 0.1 0.4
N 0.2 0.6 -0.1
C -0.3 -0.4 1.0
C 0.1 -0.3 0.3

Summary:
net charge: 0
HOMO-LUMO gap: 9.7 eV
total energy: -1144.6269 Ha
HOMO: -9.15 eV
LUMO energy: 0.54 eV


Formula: C7H14NS
Source: OMol25
Level of theory: wB97M-V/def2-TZVPD

CARTESIAN COORDINATES (ANGSTROEM)
S: 2.6829 0.0129 1.3416
N: -0.1880 -0.6911 0.6625
C: 1.2562 0.0553 0.4101
C: -1.3517 0.1841 0.8199
C: -1.0963 -1.5029 -1.6033
C: 2.2402 1.7709 -1.3594
C: -0.3822 -1.8974 -0.2504
C: 1.8293 0.9154 -0.3241
C: -1.0906 1.1041 2.0924
H: 3.1889 1.5957 -1.7878
H: -0.0107 -1.2193 1.5179
H: -0.4915 -0.7359 -2.0300
H: 1.6163 1.3625 -2.3080
H: -1.5678 0.9091 0.0455
H: -2.1003 -1.1929 -1.4316
H: -2.2017 -0.4818 0.8636
H: -0.3323 1.8963 1.7824
H: -1.0331 -2.3632 -2.2654
H: -0.8449 -2.7268 0.2662
H: 2.0912 2.9075 -1.2779
H: -0.7447 0.6561 3.0052
H: 0.5698 -2.2459 -0.4206
H: -2.0389 1.6871 2.2511

Forces on atoms 1 to 6 (eV/Å):
S 0.1 -1.6 2.1
N 1.3 -1.1 -0.9
C -0.3 -1.1 1.4
C 0.2 1.3 2.5
C 1.6 -1.3 1.8
C -2.7 1.2 -3.9

Summary:
net charge: +1
2S+1: 3
HOMO-LUMO gap (alpha / beta): 7.2 / 8.3 eV
total energy: -727.5905 Ha
HOMO (alpha / beta): -10.09 / -13.85 eV
LUMO energy (alpha / beta): -2.86 / -5.55 eV


Formula: C7H14O
Source: OMol25
Level of theory: wB97M-V/def2-TZVPD

CARTESIAN COORDINATES (ANGSTROEM)
O: 1.8937 1.9347 -2.8086
C: 1.2402 0.7477 0.0719
C: -1.4600 -0.8906 0.9558
C: -1.9078 -2.1618 0.1919
C: 0.3556 1.0184 -0.9214
C: 0.8555 2.2120 -1.8489
C: 0.8826 0.3091 1.3672
C: -0.0861 -0.9492 1.5605
H: 0.4329 0.9311 2.0525
H: -1.9409 -3.1058 0.8338
H: -1.4512 -0.1274 0.2383
H: 2.3709 1.1493 -0.1834
H: -2.7772 -2.0771 -0.4550
H: -0.1868 -1.3253 2.5765
H: 1.4285 3.0526 -1.3900
H: -2.3449 -0.7609 1.6336
H: -1.2758 -2.5211 -0.6369
H: 0.3054 -1.8601 1.1781
H: 1.8472 0.2065 1.9106
H: 2.3399 1.1578 -2.5574
H: 0.0882 2.4850 -2.6712
H: -0.6100 0.5750 -1.0978

Forces on atoms 1 to 6 (eV/Å):
O 0.1 -0.1 -1.0
C 0.6 2.7 -3.8
C -2.2 -1.2 -0.3
C 1.1 -2.0 -0.4
C 2.9 2.1 -0.8
C -0.5 -0.5 -2.6

Summary:
net charge: 0
HOMO-LUMO gap: 9.9 eV
total energy: -350.2061 Ha
HOMO: -9.08 eV
LUMO energy: 0.81 eV


Formula: C7H14O
Source: OMol25
Level of theory: wB97M-V/def2-TZVPD

CARTESIAN COORDINATES (ANGSTROEM)
O: 1.5873 5.3015 1.1045
C: 2.0404 -1.7030 1.0593
C: 0.7543 -0.0816 -0.1672
C: 1.7539 -1.0502 -0.0405
C: -1.4471 -2.4918 0.3078
C: -1.3832 -1.3360 -0.7286
C: -1.2665 1.0018 -1.1539
C: -0.5169 -0.1747 -0.5880
H: -2.4580 -1.0427 -0.6957
H: 1.9579 5.5423 2.0543
H: -1.0777 -2.1579 1.2434
H: -0.8824 -3.3072 -0.0903
H: 1.2863 6.2547 0.9181
H: -0.5534 1.7138 -1.6994
H: 1.0120 1.0728 -0.1389
H: 1.6544 -1.3168 2.0426
H: 2.1611 -1.4053 -1.0616
H: -1.3537 -1.7520 -1.8408
H: 2.7796 -2.5433 1.1969
H: -1.7378 1.6707 -0.4231
H: -1.9582 0.6417 -1.8827
H: -2.3523 -2.8369 0.5839

Forces on atoms 1 to 6 (eV/Å):
O 0.5 3.5 2.9
C 1.3 -0.6 2.6
C -2.3 5.2 -0.9
C 1.4 -2.9 -1.9
C 3.5 1.3 -1.6
C -2.9 -3.0 -1.4

Summary:
net charge: 0
HOMO-LUMO gap: 9.5 eV
total energy: -350.2339 Ha
HOMO: -8.68 eV
LUMO energy: 0.79 eV


Formula: C7H14O
Source: OMol25
Level of theory: wB97M-V/def2-TZVPD

CARTESIAN COORDINATES (ANGSTROEM)
O: 0.2956 -1.6825 -0.3184
C: -1.6800 1.2412 0.1892
C: -2.0801 -0.1781 -0.2614
C: 1.3451 1.4930 0.0328
C: 2.2118 0.1401 -0.3564
C: -1.0848 -1.4178 0.0812
C: -0.2116 0.9281 -0.2478
C: 1.4723 -1.0138 0.4037
H: -0.9939 -1.4264 1.2335
H: 1.1219 -0.9018 1.4657
H: -2.1093 -0.2367 -1.3935
H: -0.3456 0.3173 -1.1766
H: 1.8843 -0.1381 -1.6226
H: 1.6941 2.3598 -0.6923
H: -0.1690 0.1274 0.2941
H: -3.0646 -0.6022 0.0371
H: -1.7071 1.3725 1.3389
H: 3.3435 0.0414 -0.2367
H: 2.1431 -1.9380 0.5414
H: -2.4316 2.2381 -0.0950
H: 1.8598 1.6250 1.1642
H: -1.4941 -2.3486 -0.3812

Forces on atoms 1 to 6 (eV/Å):
O 1.1 1.5 -0.1
C -0.8 1.9 1.5
C -1.3 -2.0 -1.8
C 2.2 -0.5 -0.7
C -3.1 -0.8 -2.8
C 0.2 -0.9 2.1

Summary:
net charge: 0
HOMO-LUMO gap: 10.6 eV
total energy: -350.0979 Ha
HOMO: -9.47 eV
LUMO energy: 1.14 eV


Formula: C7H14O2
Source: OMol25
Level of theory: wB97M-V/def2-TZVPD

CARTESIAN COORDINATES (ANGSTROEM)
O: 0.7092 -2.1366 1.2102
O: 0.2723 -1.7202 -1.4356
C: -2.4557 -0.4326 -0.9503
C: -1.3429 -0.5605 0.0835
C: 0.7318 0.4445 0.1417
C: 1.0938 1.2139 -1.1304
C: -0.0336 -1.0470 -0.5075
C: 1.7606 0.8040 1.2183
C: -0.7128 0.7401 0.6234
H: 0.3277 1.1311 -1.8990
H: -0.7989 0.8279 1.7051
H: 1.5571 0.2447 2.1308
H: -3.3568 -0.0467 -0.4740
H: 1.2783 -1.2937 0.7987
H: 1.1950 2.2834 -0.9346
H: 0.9092 -2.9321 0.7046
H: 2.7651 0.5321 0.8911
H: -2.6925 -1.4050 -1.3805
H: -1.1605 1.6327 0.1831
H: -1.6554 -1.2331 0.8836
H: 1.7413 1.8749 1.4361
H: 2.0317 0.8399 -1.5405
H: -2.1642 0.2382 -1.7579

Forces on atoms 1 to 6 (eV/Å):
O 2.0 2.3 -0.2
O -0.1 -0.1 0.1
C 0.0 -0.1 0.2
C -0.4 -0.1 -0.2
C -1.1 0.5 -0.9
C -0.2 -0.1 0.0

Summary:
net charge: 0
HOMO-LUMO gap: 9.7 eV
total energy: -425.5215 Ha
HOMO: -8.83 eV
LUMO energy: 0.87 eV


Formula: C7H14O2
Source: OMol25
Level of theory: wB97M-V/def2-TZVPD

CARTESIAN COORDINATES (ANGSTROEM)
O: 1.4669 -1.2068 1.3679
O: 0.2178 -2.8939 -0.2823
C: -0.4290 -1.7956 0.1661
C: 0.4502 1.4011 2.0206
C: -1.5486 0.7928 0.6089
C: 0.8309 0.4874 -1.9718
C: -0.3921 0.3979 1.2772
C: -0.6071 0.0307 -2.0672
C: 0.1694 -0.8736 0.9815
H: -1.4786 -1.7985 -0.0611
H: 0.6517 1.0650 3.0415
H: 1.4158 1.5782 1.5359
H: -2.3821 0.1011 0.5642
H: 0.8983 1.3669 -1.3214
H: -1.1668 0.4351 -0.9248
H: -1.1860 0.6209 -2.7757
H: -1.9355 1.7772 0.8384
H: 1.1185 -2.8703 0.0756
H: 1.9443 -0.4127 1.6266
H: -0.0649 2.3573 2.0826
H: 1.2678 0.7138 -2.9460
H: -0.6947 -1.0131 -2.3520
H: 1.4538 -0.2611 -1.4848

Forces on atoms 1 to 6 (eV/Å):
O -0.2 0.1 0.0
O 0.0 0.0 0.2
C 0.6 0.3 1.0
C 0.0 0.0 -0.1
C 0.1 -0.1 2.9
C 0.1 0.1 0.3

Summary:
net charge: 0
HOMO-LUMO gap: 8.2 eV
total energy: -425.4839 Ha
HOMO: -7.54 eV
LUMO energy: 0.62 eV